{"formula": "C40H49AuI2N4O6SSi", "method": "wB97M-V/def2-TZVPD", "elements": ["Au", "I", "C", "C", "C", "I", "C", "O", "C", "C", "N", "C", "C", "C", "C", "C", "C", "N", "C", "H", "H", "H", "H", "H", "H", "H", "H", "H", "H", "H", "C", "C", "C", "C", "O", "Si", "S", "O", "C", "C", "C", "C", "O", "C", "C", "C", "C", "H", "H", "H", "H", "H", "H", "H", "H", "H", "H", "H", "H", "H", "H", "H", "H", "H", "H", "H", "H", "H", "H", "H", "H", "H", "H", "H", "O", "C", "N", "C", "C", "O", "N", "C", "C", "C", "C", "C", "C", "C", "C", "C", "C", "C", "C", "H", "H", "H", "H", "H", "H", "H", "H", "H", "H", "H"], "xyz": [[1.078, -0.702, -0.010], [-5.693, 1.811, 3.747], [-3.758, 1.225, 3.295], [-2.688, 2.011, 3.735], [-1.411, 1.624, 3.425], [0.199, 2.779, 4.006], [-1.133, 0.409, 2.663], [0.019, 0.047, 2.406], [-2.294, -0.345, 2.198], [-2.080, -1.543, 1.313], [-1.520, -1.148, 0.026], [-2.207, -0.088, -0.675], [-1.591, 1.270, -0.372], [-2.366, 2.421, -0.331], [-1.747, 3.641, -0.112], [-0.371, 3.679, 0.053], [0.331, 2.487, 0.000], [-0.270, 1.316, -0.195], [-3.555, 0.065, 2.529], [-2.870, 2.912, 4.304], [-3.043, -2.062, 1.205], [-1.373, -2.227, 1.787], [-1.346, -1.955, -0.568], [-3.279, -0.051, -0.442], [-2.127, -0.258, -1.752], [-3.438, 2.354, -0.468], [-2.331, 4.551, -0.069], [0.152, 4.610, 0.222], [1.408, 2.455, 0.108], [-4.410, -0.502, 2.184], [4.988, -0.574, 3.626], [4.661, 0.680, 2.824], [3.270, 1.192, 3.163], [5.707, 1.759, 3.074], [4.702, 0.419, 1.415], [4.445, -0.917, 0.522], [2.657, -1.981, 1.021], [5.711, -1.902, 0.833], [6.045, -3.228, 0.398], [5.544, -4.211, 1.451], [7.566, -3.270, 0.321], [5.434, -3.539, -0.964], [4.328, -0.456, -1.035], [5.150, 0.482, -1.766], [4.961, 0.127, -3.233], [4.648, 1.893, -1.483], [6.617, 0.343, -1.373], [5.001, -0.336, 4.692], [5.961, -0.970, 3.338], [4.236, -1.349, 3.460], [3.215, 1.465, 4.219], [2.511, 0.435, 2.959], [3.042, 2.074, 2.560], [5.711, 2.054, 4.124], [5.489, 2.636, 2.463], [6.699, 1.390, 2.809], [5.959, -3.954, 2.426], [5.850, -5.228, 1.197], [4.456, -4.181, 1.516], [7.994, -3.014, 1.291], [7.931, -2.556, -0.417], [7.906, -4.268, 0.040], [4.345, -3.500, -0.924], [5.731, -4.542, -1.278], [5.776, -2.824, -1.713], [3.912, 0.217, -3.514], [5.289, -0.897, -3.420], [5.543, 0.802, -3.864], [3.593, 1.969, -1.744], [5.210, 2.612, -2.083], [4.779, 2.136, -0.428], [6.972, -0.671, -1.563], [6.767, 0.571, -0.317], [7.220, 1.036, -1.963], [-0.582, -2.673, -2.184], [-0.093, -1.688, -2.716], [-0.298, -1.303, -4.010], [0.370, -0.062, -4.335], [0.981, 0.277, -2.950], [1.591, 1.299, -2.721], [0.703, -0.738, -2.097], [-0.637, 0.984, -4.790], [-1.178, 0.880, -6.070], [-2.167, 1.753, -6.492], [-2.625, 2.750, -5.641], [-2.082, 2.868, -4.371], [-1.092, 1.990, -3.947], [1.535, -0.217, -5.308], [2.050, -1.464, -5.635], [3.159, -1.569, -6.466], [3.768, -0.428, -6.964], [3.264, 0.821, -6.627], [2.154, 0.928, -5.806], [-0.788, -1.885, -4.667], [-0.810, 0.115, -6.744], [-2.578, 1.659, -7.489], [-3.394, 3.436, -5.971], [-2.421, 3.650, -3.702], [-0.652, 2.113, -2.963], [1.599, -2.359, -5.227], [3.551, -2.547, -6.714], [4.636, -0.510, -7.606], [3.741, 1.717, -7.004], [1.770, 1.902, -5.534]], "multiplicity": 3, "de_lowest_ev": 0.155, "s2": 2.049, "orbital_gap_ev": [8.00, 5.54]}

---

{"formula": "C25H36N3O7", "method": "wB97M-V/def2-TZVPD", "elements": ["C", "O", "C", "C", "C", "C", "C", "C", "C", "C", "C", "C", "N", "C", "C", "O", "O", "H", "H", "H", "H", "H", "H", "H", "H", "H", "H", "H", "H", "H", "H", "H", "H", "H", "H", "H", "H", "H", "H", "H", "H", "H", "H", "C", "C", "C", "C", "C", "C", "N", "O", "O", "H", "H", "H", "H", "H", "C", "C", "C", "C", "C", "C", "N", "O", "O", "H", "H", "H", "H", "H"], "xyz": [[-1.121, 2.540, 2.615], [-1.575, 2.781, 1.308], [-2.183, 1.615, 0.746], [-2.600, 1.918, -0.681], [-1.583, 1.417, -1.698], [-1.630, -0.070, -2.111], [-2.564, -1.040, -1.359], [-1.859, -1.842, -0.240], [-2.543, -1.766, 1.149], [-1.583, -1.610, 2.329], [-0.431, -2.598, 2.314], [0.801, -2.143, 3.116], [1.338, -0.850, 2.746], [2.212, -0.860, 1.587], [1.437, -0.823, 0.256], [1.512, -1.824, -0.518], [0.732, 0.221, 0.088], [-1.364, 3.380, 3.265], [-0.039, 2.403, 2.637], [-1.578, 1.650, 3.047], [-1.442, 0.814, 0.721], [-3.047, 1.346, 1.359], [-3.613, 1.593, -0.897], [-2.643, 2.997, -0.768], [-1.731, 2.004, -2.603], [-0.599, 1.699, -1.338], [-1.864, -0.128, -3.173], [-0.624, -0.461, -2.000], [-2.852, -1.788, -2.097], [-3.495, -0.603, -1.008], [-0.825, -1.525, -0.154], [-1.862, -2.889, -0.520], [-3.072, -2.708, 1.306], [-3.309, -0.995, 1.180], [-2.168, -1.812, 3.229], [-1.267, -0.573, 2.404], [-0.105, -2.872, 1.314], [-0.786, -3.522, 2.778], [1.565, -2.903, 2.987], [0.537, -2.115, 4.177], [0.620, -0.151, 2.636], [2.911, -1.692, 1.621], [2.820, 0.047, 1.624], [-2.256, 7.608, -5.779], [-3.076, 6.509, -6.001], [-3.230, 5.548, -5.015], [-2.561, 5.706, -3.817], [-1.736, 6.789, -3.580], [-1.584, 7.745, -4.572], [-2.738, 4.697, -2.758], [-3.451, 3.746, -3.005], [-2.156, 4.884, -1.709], [-2.140, 8.359, -6.550], [-3.597, 6.402, -6.942], [-3.866, 4.691, -5.182], [-1.217, 6.890, -2.639], [-0.943, 8.598, -4.402], [5.014, -4.373, 0.451], [4.019, -5.069, 1.122], [4.318, -5.763, 2.283], [5.618, -5.748, 2.755], [6.624, -5.065, 2.097], [6.315, -4.373, 0.937], [5.939, -6.468, 3.996], [5.046, -7.079, 4.544], [7.084, -6.414, 4.403], [4.770, -3.825, -0.450], [3.007, -5.060, 0.741], [3.544, -6.303, 2.808], [7.634, -5.065, 2.479], [7.090, -3.831, 0.413]], "charge": -1, "orbital_gap_ev": 5.61}

---

{"formula": "C25H24BrClN2O3S2Sm", "method": "wB97M-V/def2-TZVPD", "elements": ["Sm", "C", "C", "C", "C", "C", "C", "C", "Br", "C", "O", "C", "C", "C", "C", "C", "C", "H", "H", "H", "H", "H", "H", "H", "H", "H", "H", "H", "H", "H", "H", "H", "H", "H", "H", "H", "H", "Cl", "C", "C", "C", "C", "O", "C", "C", "O", "C", "H", "H", "H", "H", "S", "C", "C", "N", "C", "S", "C", "N"], "xyz": [[-0.238, 2.158, -1.489], [-3.105, -4.428, 1.576], [-1.577, -4.357, 1.719], [-0.909, -5.385, 0.792], [-1.217, -4.719, 3.161], [-1.097, -2.954, 1.345], [-1.335, -2.467, 0.068], [-0.902, -1.204, -0.263], [-1.239, -0.567, -2.071], [-0.215, -0.328, 0.593], [0.166, 0.855, 0.185], [0.020, -0.836, 1.902], [-0.423, -2.110, 2.226], [0.735, 0.043, 2.935], [-0.104, 1.307, 3.190], [2.141, 0.410, 2.431], [0.906, -0.674, 4.278], [-3.470, -5.421, 1.853], [-3.418, -4.220, 0.552], [-3.573, -3.690, 2.229], [-1.221, -6.400, 1.054], [0.176, -5.316, 0.891], [-1.165, -5.206, -0.252], [-1.572, -5.728, 3.381], [-1.686, -4.035, 3.871], [-0.136, -4.700, 3.314], [-1.858, -3.056, -0.674], [-0.235, -2.468, 3.228], [-0.238, 1.879, 2.275], [0.383, 1.944, 3.933], [-1.090, 1.027, 3.565], [2.089, 0.975, 1.505], [2.721, -0.499, 2.254], [2.664, 1.012, 3.179], [-0.059, -0.934, 4.719], [1.423, -0.009, 4.971], [1.504, -1.583, 4.174], [5.375, 2.487, -6.749], [3.975, 2.244, -5.741], [2.825, 1.657, -6.296], [1.716, 1.454, -5.526], [1.680, 1.817, -4.149], [0.627, 1.607, -3.454], [2.864, 2.419, -3.612], [2.938, 2.832, -2.247], [2.074, 2.689, -1.377], [3.994, 2.622, -4.432], [2.828, 1.372, -7.340], [0.817, 1.008, -5.933], [3.878, 3.332, -1.961], [4.880, 3.078, -4.007], [-2.768, 2.620, -0.582], [-3.003, 4.321, -0.918], [-4.189, 4.888, -0.366], [-5.138, 5.346, 0.101], [-2.183, 5.129, -1.652], [-0.674, 4.681, -2.417], [-2.550, 6.491, -1.868], [-2.807, 7.595, -2.072]], "multiplicity": 6, "de_lowest_ev": 0.802, "s2": 8.761, "charge": -1, "orbital_gap_ev": [6.25, 6.27]}

---

{"formula": "C13H30N4OTi", "method": "wB97M-V/def2-TZVPD", "elements": ["Ti", "C", "C", "N", "C", "C", "N", "C", "C", "C", "N", "C", "C", "N", "C", "H", "H", "H", "H", "H", "H", "H", "H", "H", "H", "H", "H", "H", "H", "H", "H", "H", "H", "H", "H", "H", "H", "H", "H", "C", "C", "C", "O", "H", "H", "H", "H", "H", "H"], "xyz": [[0.103, -0.020, 1.095], [2.233, 1.671, 1.725], [1.036, 2.637, 1.565], [-0.064, 2.041, 0.710], [-1.489, 2.351, 1.065], [-2.431, 1.322, 0.384], [-1.698, 0.062, -0.046], [-2.540, -1.206, -0.024], [-2.355, -2.017, 1.254], [-1.033, -2.801, 1.361], [0.097, -2.079, 0.668], [1.489, -2.311, 1.181], [2.482, -1.501, 0.326], [1.936, -0.125, -0.021], [2.765, 1.066, 0.417], [2.025, 0.858, 2.442], [3.030, 2.227, 2.220], [1.382, 3.562, 1.107], [0.613, 2.896, 2.534], [0.095, 2.350, -0.246], [-1.757, 3.364, 0.770], [-1.572, 2.296, 2.148], [-2.911, 1.761, -0.488], [-3.222, 1.029, 1.071], [-1.458, 0.207, -1.026], [-2.261, -1.777, -0.909], [-3.582, -0.920, -0.156], [-3.175, -2.731, 1.324], [-2.487, -1.350, 2.111], [-1.133, -3.786, 0.907], [-0.749, -2.951, 2.400], [0.083, -2.364, -0.308], [1.757, -3.367, 1.142], [1.520, -2.015, 2.234], [2.684, -2.035, -0.601], [3.429, -1.400, 0.852], [1.869, -0.085, -1.033], [2.730, 1.811, -0.378], [3.803, 0.758, 0.518], [0.504, -0.209, 5.126], [-0.586, 0.051, 4.172], [-1.939, 0.383, 4.615], [-0.341, -0.022, 2.926], [0.161, -0.250, 6.156], [1.232, 0.607, 5.027], [1.023, -1.131, 4.855], [-2.302, -0.476, 5.199], [-2.623, 0.618, 3.807], [-1.876, 1.194, 5.352]], "multiplicity": 2, "de_lowest_ev": 0.000, "s2": 0.753, "charge": 3, "orbital_gap_ev": [8.34, 10.32]}

---

{"formula": "C11H18BrFN3O2S", "method": "wB97M-V/def2-TZVPD", "elements": ["C", "C", "C", "N", "C", "S", "C", "N", "N", "C", "C", "C", "O", "C", "F", "C", "C", "O", "Br", "H", "H", "H", "H", "H", "H", "H", "H", "H", "H", "H", "H", "H", "H", "H", "H", "H", "H"], "xyz": [[4.120, -1.586, 0.658], [4.096, 0.021, 0.428], [3.303, 0.377, -0.947], [2.171, 1.333, -0.771], [1.088, 0.785, 0.093], [0.499, 2.363, 0.962], [-1.270, 1.809, 0.997], [-2.128, 2.449, 1.992], [-1.558, 0.856, 0.073], [-2.883, 0.212, -0.162], [-3.480, -0.345, 1.353], [-4.152, -1.888, 1.301], [-2.747, -1.520, 1.949], [-0.310, 0.590, -0.737], [-0.282, 1.797, -1.556], [-0.163, -0.821, -1.470], [-1.095, -1.007, -2.766], [-1.773, -2.067, -2.862], [-1.310, 0.314, -4.218], [3.988, -1.762, 1.779], [5.121, -2.017, 0.276], [3.298, -2.143, 0.094], [3.714, 0.609, 1.327], [5.203, 0.323, 0.288], [4.038, 0.879, -1.685], [3.023, -0.622, -1.421], [2.557, 2.202, -0.358], [1.357, -0.001, 0.876], [-2.443, 1.783, 2.713], [-2.983, 2.780, 1.507], [-2.842, -0.772, -0.730], [-3.684, 0.906, -0.579], [-3.998, 0.459, 2.075], [-5.053, -1.552, 1.900], [-4.104, -2.189, 0.210], [-0.243, -1.692, -0.723], [0.924, -0.866, -1.866]], "charge": 1, "orbital_gap_ev": 8.16}

---

no.,calculated total energy (eV),largest force on an atom (eV Å⁻¹)
1,-99133.46842,0.37
2,-45307.12914,1.09
3,-157582.56554,0.81
4,-45066.19979,1.39
5,-103845.63108,6.48